Entry 1:
This record from OMol25 describes C12H36Mn2NO9 as an isolated structure at a distorted geometry. The level of theory is the ωB97M-V functional and the def2-TZVPD basis.

```
! RIJCOSX wB97M-V def2-TZVPD def2/J DEFGRID3
* xyz 3 11
Mn 1.15 -2.58 -1.52
Mn -1.98 2.54 -0.26
N -0.65 0.19 -0.61
O -1.87 0.22 -0.32
O -0.10 1.30 -0.75
O -0.03 -0.86 -0.80
C -5.11 1.04 -2.50
C -4.36 2.36 -2.63
O -3.01 2.23 -2.04
H -5.35 0.85 -1.45
H -4.44 0.24 -2.82
H -6.02 1.09 -3.09
H -4.84 3.16 -2.07
H -4.30 2.74 -3.65
H -2.54 1.65 -2.67
C 3.85 3.46 0.21
C 2.68 3.12 1.13
O 3.05 2.30 2.21
H 4.53 4.13 0.75
H 3.44 3.97 -0.67
H 4.42 2.59 -0.10
H 1.92 2.63 0.50
H 2.14 4.05 1.34
H 3.52 2.83 2.87
C 2.56 0.94 -2.59
C 3.04 0.00 -1.50
O 2.83 -1.40 -1.93
H 1.48 0.90 -2.70
H 3.03 0.77 -3.56
H 2.78 1.97 -2.30
H 2.45 0.15 -0.60
H 4.09 0.13 -1.28
H 3.47 -1.51 -2.65
C -2.50 -3.31 0.18
C -1.91 -3.63 -1.18
O -0.46 -3.90 -1.02
H -3.50 -2.87 0.09
H -1.85 -2.61 0.70
H -2.55 -4.24 0.74
H -2.08 -2.82 -1.89
H -2.34 -4.53 -1.60
H -0.42 -4.85 -0.87
C -0.14 1.11 3.09
C -1.45 1.74 2.64
O -1.17 2.73 1.61
H 0.41 0.69 2.24
H -0.28 0.26 3.75
H 0.51 1.84 3.57
H -1.90 2.27 3.49
H -2.16 0.97 2.35
H -0.74 3.50 2.01
C 0.92 -3.11 2.79
C 1.60 -3.75 1.60
O 1.85 -2.79 0.54
H 1.58 -2.47 3.37
H 0.64 -3.92 3.47
H 0.00 -2.60 2.48
H 1.00 -4.55 1.15
H 2.55 -4.17 1.93
H 2.57 -2.21 0.82
*
```

Calculated values
⟨S²⟩: 30.01
Total energy (eV): -95557.639
Highest occupied orbital energy (alpha / beta) (eV): -17.39 / -17.39
ΔE to the lowest compared entry with this formula, charge and spin (kJ/mol): 0.00
E_LUMO (alpha / beta) (eV): -9.2 / -9.9


Entry 2:
This record from OMol25 describes C34H28BCsF4N4O3S4 as an isolated structure at a distorted geometry. The level of theory is the ωB97M-V functional and the def2-TZVPD basis.

```
! RIJCOSX wB97M-V def2-TZVPD def2/J DEFGRID3
* xyz -2 1
Cs -1.27 -1.87 2.11
S -5.62 1.82 3.84
C -5.44 0.33 4.66
C -4.43 -0.42 4.13
C -3.72 0.16 3.02
C -4.27 1.38 2.77
C -3.85 2.36 1.77
C -4.70 3.40 1.35
C -4.26 4.32 0.42
C -2.97 4.21 -0.08
C -2.20 3.16 0.40
N -2.61 2.27 1.28
H -6.09 0.08 5.49
H -4.21 -1.41 4.53
H -5.71 3.46 1.74
H -4.91 5.12 0.08
H -2.57 4.91 -0.81
H -1.18 3.02 0.05
S 1.74 0.31 0.09
C 1.60 -0.03 -1.52
N 2.59 -0.48 -2.29
C 2.41 -0.61 -3.73
C 1.62 0.57 -4.21
N 0.34 0.56 -3.54
C -0.75 1.23 -4.23
C -0.51 2.72 -4.32
C -0.28 3.47 -3.16
C -0.06 4.83 -3.24
C -0.07 5.48 -4.47
C -0.28 4.74 -5.63
C -0.50 3.37 -5.55
C 0.25 0.21 -2.23
S -1.15 0.04 -1.40
C 3.89 -0.89 -1.75
C 4.96 0.11 -2.12
C 5.92 -0.20 -3.08
C 6.88 0.74 -3.44
C 6.88 1.99 -2.85
C 5.93 2.30 -1.89
C 4.98 1.37 -1.52
H 1.90 -1.55 -3.96
H 3.39 -0.63 -4.20
H 1.45 0.50 -5.29
H 2.17 1.51 -4.01
H -1.67 1.01 -3.69
H -0.83 0.82 -5.24
H -0.28 2.97 -2.21
H 0.11 5.40 -2.33
H 0.10 6.54 -4.53
H -0.28 5.23 -6.59
H -0.66 2.80 -6.45
H 4.11 -1.89 -2.14
H 3.77 -0.98 -0.68
H 5.91 -1.18 -3.53
H 7.62 0.48 -4.19
H 7.63 2.72 -3.14
H 5.94 3.28 -1.42
H 4.23 1.60 -0.77
O -0.34 -2.27 5.09
C -1.26 -3.08 5.13
N -2.18 -3.27 4.16
S -3.15 -4.52 4.47
O -2.88 -5.63 3.59
O -4.53 -4.13 4.61
C -2.50 -4.88 6.09
C -2.89 -5.82 7.02
C -2.19 -5.85 8.23
C -1.14 -4.96 8.47
C -0.77 -4.02 7.51
C -1.47 -4.00 6.32
H -3.70 -6.51 6.83
H -2.46 -6.57 8.99
H -0.62 -5.00 9.41
H 0.03 -3.32 7.67
F 2.57 -3.91 -0.78
B 2.20 -4.59 -1.96
F 0.85 -4.37 -2.25
F 2.47 -5.96 -1.82
F 2.99 -4.09 -3.05
*
```

Calculated values
Total energy (eV): -103259.165
Highest occupied orbital energy (eV): -1.82
ΔE to the lowest compared entry with this formula, charge and spin (kJ/mol): 209.83
E_LUMO (eV): 3.4


Entry 3:
This record from OMol25 describes a 2-piece molecular cluster, CH3NO3P overall at a distorted geometry. The level of theory is the ωB97M-V functional and the def2-TZVPD basis.

```
! RIJCOSX wB97M-V def2-TZVPD def2/J DEFGRID3
* xyz -1 1
C 0.03 -0.69 1.76
N 0.45 0.20 0.86
O 0.28 1.40 -3.24
O -0.18 -0.49 2.92
O -0.69 -0.31 -1.74
P -0.63 0.19 -3.16
H -0.04 -1.70 1.45
H 0.59 1.14 1.23
H 0.18 0.27 -0.08
*
```

Calculated values
Total energy (eV): -18010.490
Highest occupied orbital energy (eV): -4.52
ΔE to the lowest compared entry with this formula, charge and spin (kJ/mol): 6.80
E_LUMO (eV): 4.0